Formula: C50H38Cl3F9GeIN3O6PS4Si2Zr
Source: the Open Molecules 2025 dataset
Level of theory: ωB97M-V/def2-TZVPD

The geometry in XYZ format:
```
119
Properties=species:S:1:pos:R:3:mulliken_spin:R:1
Zr -0.606 0.805 -2.103 0.035
S 1.118 -1.114 -1.384 -0.002
C 2.450 -1.122 -2.499 0.000
C 3.606 -1.832 -2.192 0.000
C 4.749 -1.759 -2.983 0.000
C 5.899 -2.484 -2.575 0.000
N 6.796 -3.092 -2.184 0.000
C 4.722 -0.982 -4.158 0.000
C 3.527 -0.381 -4.540 0.000
C 2.380 -0.463 -3.751 0.000
S 0.860 0.112 -4.339 -0.001
C 5.887 -0.870 -4.962 0.000
N 6.830 -0.788 -5.617 0.000
H 3.611 -2.475 -1.324 0.000
H 3.467 0.154 -5.477 0.000
C -0.847 -2.553 0.726 0.000
Si -2.329 -1.959 -0.264 -0.005
C -3.254 -1.005 2.082 0.002
C -3.351 -3.419 -0.851 -0.012
C -4.129 -4.274 -0.078 -0.001
C -4.764 -5.360 -0.661 0.000
C -4.633 -5.594 -2.022 0.000
C -3.867 -4.741 -2.801 0.001
C -3.222 -3.652 -2.224 0.005
Si -2.155 -2.355 -3.075 -0.004
C -3.108 -1.476 -4.429 -0.005
C -0.508 -3.082 -3.620 0.001
H -1.169 -3.051 1.642 0.000
H -0.254 -1.683 1.006 -0.001
H -0.194 -3.229 0.178 0.000
H -3.712 -1.937 2.428 -0.001
H -3.855 -0.161 2.423 0.001
H -2.250 -0.927 2.509 0.000
H -4.241 -4.100 0.986 0.000
H -5.361 -6.030 -0.054 0.000
H -5.128 -6.447 -2.471 0.000
H -3.774 -4.927 -3.865 0.000
H -3.503 -2.191 -5.153 0.000
H -2.459 -0.777 -4.952 0.000
H -3.949 -0.935 -3.993 0.003
H -0.655 -3.894 -4.335 0.000
H 0.071 -3.460 -2.779 0.000
H 0.084 -2.310 -4.110 0.000
O -4.735 -0.286 -1.742 0.108
S -3.870 0.906 -1.525 0.261
O -3.211 -0.959 0.674 0.024
O -1.910 -1.279 -1.753 0.014
C -4.251 1.521 0.064 0.088
C -5.514 1.394 0.651 0.057
C -5.772 1.994 1.862 -0.012
C -4.786 2.744 2.527 0.073
C -3.520 2.845 1.985 -0.036
C -3.247 2.215 0.781 -0.022
S -1.694 2.202 0.023 0.060
O -1.883 2.646 -1.367 0.014
O -0.719 3.013 0.764 -0.004
O -1.216 0.793 -0.105 -0.034
H -6.267 0.828 0.118 0.009
H -6.755 1.902 2.308 -0.001
H -5.023 3.254 3.451 0.006
H -2.735 3.417 2.464 0.000
Cl 0.715 5.762 1.221 0.000
Ge -0.307 4.830 -0.555 0.000
Cl 1.258 2.244 -1.490 0.000
Cl -2.383 5.564 0.063 0.001
I -5.282 2.668 -2.837 0.390
C -1.795 1.449 -3.955 -0.001
C -2.644 1.862 -4.986 -0.009
C -2.455 3.074 -5.625 0.004
C -1.419 3.910 -5.225 -0.001
C -0.604 3.474 -4.200 0.001
N -0.791 2.291 -3.635 -0.003
H -3.473 1.239 -5.291 -0.004
H -3.127 3.382 -6.416 0.004
H -1.242 4.865 -5.700 0.000
H 0.223 4.073 -3.830 0.000
F -0.643 1.262 7.805 0.000
C -0.592 2.318 6.947 0.000
F 0.177 3.236 7.570 0.000
F -1.840 2.819 6.916 0.000
C -0.070 1.928 5.607 0.003
C -0.929 1.784 4.526 -0.001
C -0.423 1.366 3.308 -0.023
C 0.934 1.115 3.131 0.001
C 1.786 1.278 4.230 0.000
C 1.289 1.660 5.458 0.000
P 1.536 0.547 1.467 -0.002
C 2.193 -1.074 2.060 0.000
C 1.651 -1.762 3.145 0.000
C 2.061 -3.049 3.447 0.000
C 3.021 -3.672 2.661 0.000
C 3.563 -3.011 1.565 0.000
C 3.138 -1.729 1.271 0.001
C 3.409 -5.080 2.967 0.000
F 3.439 -5.336 4.296 0.000
F 4.622 -5.420 2.492 0.000
F 2.541 -5.983 2.448 0.000
C 3.087 1.560 1.479 0.001
C 4.390 1.098 1.645 0.000
C 5.463 1.970 1.556 0.000
C 5.241 3.319 1.314 0.000
C 3.948 3.802 1.173 0.000
C 2.886 2.922 1.260 0.000
C 6.424 4.227 1.208 0.000
F 6.110 5.535 1.212 0.000
F 7.293 4.051 2.237 0.000
F 7.150 4.015 0.087 0.000
H -1.984 1.991 4.641 -0.001
H -1.087 1.236 2.471 0.017
H 2.844 1.080 4.119 0.000
H 1.944 1.753 6.316 0.000
H 0.894 -1.295 3.759 0.000
H 1.643 -3.569 4.300 0.000
H 4.310 -3.499 0.951 0.000
H 3.530 -1.220 0.403 0.000
H 4.591 0.058 1.851 0.000
H 6.472 1.598 1.678 0.000
H 3.761 4.852 0.999 0.000
H 1.881 3.301 1.149 -0.001
```

Multiplicity: 2
Total charge: -2
Energy: -265545.889 eV
⟨S²⟩: 0.758
HOMO-LUMO gap (alpha / beta): 5.23 / 6.69 eV


Formula: C38H98N6O10
Source: the Open Molecules 2025 dataset
Level of theory: ωB97M-V/def2-TZVPD

The geometry in XYZ format:
```
152
Properties=species:S:1:pos:R:3:lowdin_charge:R:1
C -7.729 4.862 -3.482 -0.034
C -7.434 6.045 -2.457 -0.454
C -8.725 6.417 -1.586 -0.007
C -6.263 5.491 -1.633 -0.154
C -5.600 6.575 -0.803 -0.198
C -5.092 7.629 -1.722 -0.139
C -6.186 8.261 -2.635 -0.527
C -7.131 9.124 -1.790 -0.025
C -5.504 9.107 -3.659 -0.039
N -6.965 7.178 -3.238 -0.126
O -7.947 7.646 -4.123 -0.012
H -6.943 4.569 -4.178 0.079
H -7.986 3.956 -2.933 0.074
H -8.517 5.116 -4.191 0.069
H -9.511 6.814 -2.229 0.072
H -9.200 5.507 -1.219 0.076
H -8.531 7.096 -0.756 0.062
H -6.671 4.676 -1.035 0.120
H -5.502 5.000 -2.240 0.122
H -6.221 6.969 0.002 0.109
H -4.780 6.002 -0.369 0.114
H -4.229 7.281 -2.290 0.127
H -4.773 8.442 -1.069 0.120
H -7.232 8.817 -0.750 0.074
H -8.179 8.999 -2.062 0.064
H -6.918 10.182 -1.948 0.088
H -4.847 9.802 -3.136 0.095
H -6.259 9.683 -4.195 0.083
H -5.106 8.401 -4.387 0.098
H -8.559 8.198 -3.631 0.068
C -5.630 -6.457 -2.476 -0.030
C -6.713 -5.395 -2.777 -0.498
C -7.762 -5.184 -1.621 -0.011
C -5.933 -4.041 -2.946 -0.138
C -6.437 -2.951 -3.815 -0.209
C -7.213 -3.428 -5.001 -0.158
C -8.034 -4.697 -4.772 -0.437
C -9.391 -4.216 -4.223 -0.058
C -8.390 -5.263 -6.242 -0.033
N -7.321 -5.760 -4.000 -0.120
O -8.104 -6.918 -3.885 -0.009
H -5.225 -6.278 -1.480 0.083
H -6.014 -7.477 -2.508 0.072
H -4.850 -6.464 -3.237 0.082
H -8.506 -5.972 -1.733 0.076
H -7.287 -5.237 -0.642 0.078
H -8.260 -4.218 -1.711 0.064
H -5.811 -3.577 -1.967 0.119
H -4.914 -4.166 -3.312 0.112
H -7.003 -2.253 -3.198 0.110
H -5.641 -2.335 -4.234 0.115
H -6.509 -3.544 -5.825 0.117
H -7.932 -2.712 -5.401 0.121
H -9.367 -3.611 -3.316 0.066
H -9.998 -5.040 -3.847 0.079
H -10.119 -3.756 -4.891 0.084
H -9.228 -5.954 -6.335 0.069
H -7.524 -5.698 -6.741 0.078
H -8.881 -4.479 -6.819 0.071
H -7.543 -7.602 -4.258 0.105
C 1.161 -2.518 0.775 -0.120
O 1.728 -1.784 -0.240 -0.182
C 0.990 -0.744 -0.780 -0.226
C 1.260 0.550 0.054 -0.448
C 0.517 1.796 -0.490 -0.047
N 2.688 0.689 0.108 0.036
H 0.468 -3.266 0.390 0.091
H 0.719 -1.889 1.548 0.086
H 1.964 -3.059 1.274 0.093
H 1.104 -0.468 -1.828 0.124
H -0.073 -0.933 -0.927 0.118
H 0.932 0.252 1.050 0.118
H 0.368 2.466 0.356 0.067
H -0.499 1.472 -0.717 0.069
H 0.979 2.347 -1.309 0.078
H 3.050 -0.168 0.503 0.068
H 2.821 1.399 0.814 0.075
C 8.689 -10.236 4.374 -0.085
O 8.794 -8.822 4.097 -0.216
C 9.029 -8.017 5.255 -0.179
C 9.383 -6.461 4.940 -0.434
C 9.937 -5.778 6.119 -0.095
N 8.211 -5.670 4.483 0.032
H 9.759 -10.388 4.521 0.081
H 8.474 -10.783 3.456 0.086
H 8.133 -10.507 5.272 0.086
H 8.141 -8.035 5.888 0.117
H 9.876 -8.356 5.851 0.109
H 10.143 -6.405 4.161 0.130
H 9.155 -5.902 6.868 0.083
H 10.130 -4.753 5.802 0.090
H 10.814 -6.313 6.484 0.083
H 7.551 -6.298 4.047 0.059
H 7.636 -5.534 5.302 0.055
C 1.898 -2.668 7.615 -0.108
O 1.528 -4.021 7.626 -0.201
C 2.166 -4.854 8.556 -0.212
C 1.791 -4.418 9.989 -0.415
C 2.606 -5.285 11.004 -0.070
N 0.378 -4.734 10.238 0.036
H 1.502 -2.145 8.487 0.079
H 1.416 -2.142 6.791 0.091
H 2.983 -2.570 7.586 0.093
H 2.090 -5.932 8.415 0.129
H 3.210 -4.702 8.284 0.116
H 1.960 -3.373 10.249 0.126
H 3.680 -5.157 10.871 0.070
H 2.610 -6.333 10.705 0.065
H 2.249 -5.241 12.033 0.077
H -0.094 -4.357 9.428 0.059
H 0.282 -5.680 9.898 0.066
C 4.376 7.200 -5.775 -0.129
O 5.052 7.247 -4.537 -0.192
C 4.209 7.755 -3.472 -0.198
C 4.753 7.726 -2.018 -0.445
C 5.669 8.911 -1.740 -0.072
N 5.300 6.431 -1.755 0.051
H 4.078 8.205 -6.076 0.082
H 3.501 6.551 -5.819 0.085
H 5.059 6.873 -6.558 0.086
H 4.091 8.801 -3.755 0.111
H 3.192 7.370 -3.552 0.116
H 3.825 7.959 -1.497 0.135
H 5.358 9.942 -1.913 0.075
H 6.673 8.873 -2.162 0.077
H 5.834 8.863 -0.664 0.071
H 6.018 6.087 -2.377 0.077
H 4.516 5.926 -2.144 0.069
C 7.133 -5.343 -0.784 -0.172
O 6.707 -6.365 0.108 -0.117
H 6.384 -4.560 -0.675 0.074
H 8.017 -4.751 -0.545 0.069
H 7.180 -5.633 -1.833 0.073
H 7.349 -7.053 0.297 0.072
C 2.647 6.835 4.445 -0.153
O 1.496 6.023 4.117 -0.127
H 3.538 6.506 3.910 0.072
H 2.641 7.912 4.276 0.072
H 2.839 6.648 5.501 0.069
H 0.679 6.527 4.147 0.066
C 4.879 -0.193 -6.917 -0.162
O 4.958 1.139 -7.405 -0.135
H 4.109 -0.734 -7.467 0.074
H 5.880 -0.521 -7.194 0.077
H 4.583 -0.356 -5.881 0.075
H 5.326 1.761 -6.773 0.071
C 8.684 -0.123 1.754 -0.177
O 8.689 -0.345 3.156 -0.111
H 9.196 0.788 1.443 0.078
H 9.089 -0.995 1.240 0.070
H 7.742 -0.051 1.210 0.065
H 8.541 -1.269 3.370 0.073
```

Multiplicity: 1
Energy: -70398.836 eV
Relative energy (zero: lowest compared OMol25 entry of this formula, charge and spin): 613.3 kJ/mol
SMILES: CC1(C)CCCC(C)(C)N1O.CC1(C)CCCC(C)(C)N1O.COC[C@H](C)N.COC[C@H](C)N.COC[C@H](C)N.COC[C@H](C)N.CO.CO.CO.CO
HOMO-LUMO gap: 8.76 eV


Formula: C50H43F6N10O6PbS
Source: the Open Molecules 2025 dataset
Level of theory: ωB97M-V/def2-TZVPD

The geometry in XYZ format:
```
117
Properties=species:S:1:pos:R:3:lowdin_charge:R:1
Pb 0.140 -0.484 -1.246 1.454
C 12.830 -5.818 -4.569 -0.053
O 12.179 -4.678 -5.122 -0.055
C 10.969 -4.345 -4.652 -0.272
C 10.300 -5.033 -3.640 0.000
C 9.045 -4.604 -3.241 -0.023
C 8.439 -3.500 -3.829 -0.165
C 9.125 -2.813 -4.838 -0.010
C 10.370 -3.226 -5.243 0.025
C 7.112 -3.040 -3.436 -0.229
N 6.483 -1.993 -3.937 0.198
C 5.290 -1.948 -3.283 -0.174
C 5.171 -2.971 -2.372 -0.125
N 6.350 -3.666 -2.481 0.192
C 4.006 -3.169 -1.581 -0.056
C 3.801 -4.242 -0.693 0.033
C 2.619 -4.349 -0.011 -0.017
C 1.643 -3.366 -0.197 -0.120
N 1.816 -2.341 -1.014 -0.027
C 2.965 -2.230 -1.723 -0.144
C 3.085 -1.132 -2.667 -0.145
N 2.052 -0.257 -2.785 -0.039
C 2.117 0.701 -3.696 -0.124
C 3.211 0.871 -4.546 -0.008
C 4.277 0.019 -4.422 0.052
C 4.228 -1.008 -3.465 -0.056
H 13.774 -5.906 -5.097 0.099
H 12.238 -6.721 -4.729 0.099
H 13.021 -5.681 -3.503 0.099
H 10.746 -5.894 -3.166 0.108
H 8.551 -5.159 -2.451 0.106
H 8.659 -1.952 -5.296 0.116
H 10.911 -2.705 -6.021 0.130
H 6.626 -4.486 -1.969 0.151
H 4.575 -4.988 -0.561 0.128
H 2.430 -5.174 0.660 0.122
H 0.694 -3.418 0.325 0.097
H 1.269 1.373 -3.751 0.104
H 3.204 1.667 -5.278 0.123
H 5.159 0.105 -5.045 0.135
F -4.879 0.024 -6.670 0.177
C -4.272 -0.551 -5.652 -0.120
C -4.046 0.165 -4.489 -0.133
F -4.428 1.434 -4.403 0.144
C -3.395 -0.430 -3.426 -0.208
F -3.138 0.318 -2.343 0.074
C -2.990 -1.756 -3.486 -0.344
S -2.225 -2.638 -2.176 1.084
C -3.212 -2.453 -4.672 -0.221
F -2.806 -3.715 -4.770 0.115
C -3.843 -1.866 -5.751 -0.129
F -4.047 -2.549 -6.863 0.169
F -4.003 4.455 3.229 0.072
C -4.242 3.128 3.215 -0.183
C -3.501 2.352 2.376 0.086
C -3.712 0.975 2.289 -0.047
C -2.915 0.200 1.329 -0.314
O -1.997 0.677 0.652 -0.027
C -3.289 -1.184 1.265 -0.039
C -4.187 -1.711 2.130 0.049
N -4.875 -1.006 3.054 0.041
C -5.794 -1.806 3.874 -0.216
C -7.200 -1.417 4.206 -0.067
C -6.163 -1.550 5.300 -0.071
C -4.679 0.381 3.117 -0.083
C -5.416 1.207 3.976 0.057
C -5.247 2.583 4.033 -0.117
N -6.044 3.346 4.911 -0.074
C -5.774 4.771 5.132 -0.124
C -6.742 5.318 6.182 -0.074
N -7.061 4.228 7.163 0.073
C -7.877 3.142 6.502 -0.062
C -7.465 3.039 5.035 -0.121
C -2.543 -2.005 0.279 -0.555
O -1.506 -2.592 0.481 0.040
O -3.131 -1.952 -0.924 -0.288
H -2.756 2.803 1.734 0.139
H -4.413 -2.769 2.094 0.157
H -5.651 -2.848 3.634 0.143
H -7.957 -2.182 4.116 0.115
H -7.541 -0.437 3.907 0.090
H -6.214 -2.424 5.934 0.115
H -5.784 -0.677 5.809 0.094
H -6.149 0.776 4.630 0.072
H -5.885 5.380 4.233 0.138
H -4.750 4.884 5.485 0.136
H -7.689 5.645 5.759 0.141
H -6.296 6.157 6.710 0.146
H -7.558 4.598 7.974 0.191
H -6.184 3.830 7.502 0.187
H -8.928 3.405 6.599 0.144
H -7.694 2.221 7.050 0.139
H -8.063 3.717 4.416 0.143
H -7.687 2.035 4.692 0.119
N 0.963 -0.245 1.117 0.017
H 1.896 -0.604 1.290 0.062
H 0.310 -0.822 1.642 0.049
H 0.916 0.701 1.500 0.026
O 1.765 2.629 2.526 -0.060
C 1.453 4.015 2.357 -0.232
N 2.400 4.731 1.562 0.106
C 2.431 4.787 0.191 -0.444
O 3.305 5.350 -0.419 0.130
C 1.289 4.124 -0.538 -0.117
C 0.288 4.872 -1.141 0.034
C -0.704 4.219 -1.854 -0.012
C -0.658 2.840 -1.945 -0.125
N 0.322 2.116 -1.396 -0.064
C 1.274 2.750 -0.705 -0.085
H 2.627 2.561 2.955 0.100
H 1.375 4.503 3.326 0.134
H 0.479 4.027 1.875 0.123
H 3.192 5.169 2.013 0.160
H 0.294 5.953 -1.061 0.141
H -1.497 4.771 -2.338 0.122
H -1.430 2.291 -2.476 0.109
H 2.071 2.141 -0.291 0.125
```

Multiplicity: 1
Total charge: +3
Energy: -112101.390 eV
Relative energy (zero: lowest compared OMol25 entry of this formula, charge and spin): 0.0 kJ/mol
HOMO-LUMO gap: 6.04 eV


Formula: C5H10
Source: the Open Molecules 2025 dataset
Level of theory: ωB97M-V/def2-TZVPD

The geometry in XYZ format:
```
15
Properties=species:S:1:pos:R:3:lowdin_charge:R:1
C 2.836 1.035 0.009 -0.094
C 2.405 -0.149 -0.264 0.051
C -2.060 -0.986 0.896 -0.131
C -0.769 0.180 -0.860 -0.170
C -1.136 0.052 0.477 -0.259
H 3.106 1.795 -0.626 0.030
H 2.606 1.389 0.922 0.009
H 2.319 -0.834 -1.105 0.040
H -2.173 -1.725 0.100 0.073
H -2.971 -0.585 1.307 0.067
H -1.523 -1.395 1.773 0.082
H -1.470 -0.586 -1.503 0.137
H -0.946 1.197 -1.171 0.075
H 0.225 0.051 -1.115 -0.008
H -0.449 0.561 1.161 0.098
```

Multiplicity: 1
Energy: -5340.939 eV
Relative energy (zero: lowest compared OMol25 entry of this formula, charge and spin): 610.5 kJ/mol
HOMO-LUMO gap (alpha / beta): 10.23 / 6.91 eV